[1]
{"formula": "C30H26NO3P", "method": "wB97M-V/def2-TZVPD", "e_lumo_ev": 0.14, "e_tot_ha": -1780.548340, "total_charge": 0, "smiles": "COc1ccc([C@H](c2ccc3c(c2)CCO3)[C@H](C#N)P(=O)(c2ccccc2)c2ccccc2)cc1", "homo_energy_ha": -0.2987, "homo_lumo_gap_ev": 8.3, "elements": ["C", "C", "C", "C", "P", "C", "C", "C", "C", "C", "C", "C", "C", "N", "O", "C", "C", "H", "H", "H", "H", "H", "H", "H", "H", "H", "H", "H", "C", "O", "C", "C", "C", "C", "C", "C", "C", "C", "C", "O", "C", "C", "C", "C", "C", "C", "H", "H", "H", "H", "H", "H", "H", "H", "H", "H", "H", "H", "H", "H", "H"], "xyz": [[4.84764, -4.09847, 1.58896], [3.67791, -3.92720, 2.33385], [2.61252, -3.21933, 1.77631], [2.67209, -2.69728, 0.47789], [1.26623, -1.90109, -0.38561], [-0.09654, -2.89989, 0.32720], [-0.90470, -2.44917, 1.38133], [-1.81516, -3.31073, 1.98892], [-1.94318, -4.62243, 1.52504], [-1.19636, -5.06147, 0.43192], [-0.26759, -4.19847, -0.15374], [0.87096, -0.21997, 0.17836], [2.06292, 0.32136, 0.75989], [3.11279, 0.70928, 1.15121], [1.44571, -2.15528, -1.85205], [3.86132, -2.86664, -0.23138], [4.95543, -3.54987, 0.31165], [5.67049, -4.68753, 1.99221], [3.60912, -4.35228, 3.33787], [1.72359, -3.08231, 2.37064], [-0.81285, -1.44508, 1.76093], [-2.42570, -2.96760, 2.82805], [-2.63833, -5.30349, 2.00662], [-1.31613, -6.06225, 0.03008], [0.35896, -4.53071, -0.98015], [0.15260, -0.39089, 1.06314], [3.93267, -2.45660, -1.22948], [5.87717, -3.66911, -0.26382], [-0.68495, 5.97123, 3.97906], [0.49554, 5.52727, 3.25630], [0.37287, 4.77570, 2.13102], [1.56396, 4.30788, 1.52324], [1.51436, 3.27195, 0.60267], [0.29929, 2.64496, 0.18019], [0.31356, 1.36523, -0.62056], [-0.90368, 1.18187, -1.41554], [-0.83580, 1.07301, -2.81117], [-1.99482, 0.85828, -3.53316], [-3.24191, 0.75234, -2.87521], [-4.28955, 0.61324, -3.75469], [-3.77981, 0.64581, -5.10315], [-2.26806, 0.82357, -5.02102], [-3.33701, 0.90438, -1.47755], [-2.16450, 1.16393, -0.78934], [-0.84815, 3.42782, 0.53515], [-0.84680, 4.39539, 1.54653], [-0.26550, 6.56064, 4.79480], [-1.32124, 6.58407, 3.32687], [-1.23314, 5.10117, 4.34663], [2.51513, 4.68706, 1.91393], [2.45912, 2.84397, 0.26659], [1.22257, 1.47191, -1.31440], [0.13976, 1.01727, -3.30211], [-4.05353, -0.30059, -5.56905], [-4.26083, 1.47787, -5.61874], [-1.94073, 1.75804, -5.50615], [-1.71767, 0.00936, -5.51178], [-4.33593, 0.76978, -1.04783], [-2.26069, 1.25480, 0.28078], [-1.85133, 3.28709, 0.13583], [-1.75411, 4.86823, 1.92601]], "lowdin_charge": [-0.085, -0.074, -0.071, -0.266, 0.766, -0.271, -0.092, -0.076, -0.082, -0.068, -0.066, -0.195, -0.314, 0.179, -0.339, -0.071, -0.071, 0.103, 0.106, 0.100, 0.079, 0.107, 0.102, 0.105, 0.115, 0.102, 0.104, 0.107, -0.049, -0.093, -0.281, 0.003, -0.045, -0.163, -0.118, -0.230, 0.040, -0.139, -0.205, -0.029, -0.144, -0.096, 0.017, -0.063, -0.023, -0.018, 0.092, 0.091, 0.093, 0.124, 0.092, 0.155, 0.133, 0.121, 0.121, 0.123, 0.121, 0.122, 0.111, 0.098, 0.103]}

[2]
{"formula": "C30H27BrN9O2Pb", "method": "wB97M-V/def2-TZVPD", "e_lumo_ev": -9.95, "e_tot_ha": -4568.719211, "total_charge": 3, "homo_energy_ha": -0.5652, "homo_lumo_gap_ev": 5.4, "elements": ["Pb", "C", "N", "C", "C", "C", "C", "C", "C", "N", "C", "C", "C", "C", "C", "C", "N", "C", "C", "C", "C", "C", "N", "H", "H", "H", "H", "H", "H", "H", "H", "H", "H", "H", "H", "H", "H", "H", "H", "H", "H", "N", "C", "C", "N", "C", "C", "N", "C", "C", "N", "H", "H", "H", "H", "H", "H", "Br", "C", "C", "N", "C", "C", "C", "C", "O", "O", "H", "H", "H"], "xyz": [[-0.16662, -0.01958, 0.30614], [2.50356, -1.37614, -0.90807], [2.11419, 0.00943, -0.59353], [2.10500, 0.84183, -1.80473], [0.92410, 0.50702, -2.67364], [0.97704, 0.64895, -4.04815], [-0.14897, 0.35631, -4.80048], [-1.29551, -0.08294, -4.15178], [-1.27561, -0.20488, -2.77975], [-0.18545, 0.08884, -2.05352], [2.97304, 0.60471, 0.43704], [2.33466, 1.84013, 1.02594], [3.10130, 2.80531, 1.65376], [2.46551, 3.85831, 2.29243], [1.07672, 3.90485, 2.29709], [0.38006, 2.91454, 1.64033], [1.00085, 1.92030, 0.98636], [2.07930, -2.31727, 0.19159], [2.82954, -3.42121, 0.54681], [2.36863, -4.24707, 1.56301], [1.17807, -3.93360, 2.20510], [0.48382, -2.81181, 1.80230], [0.92371, -2.03316, 0.80243], [3.58329, -1.44395, -1.06318], [2.02028, -1.66193, -1.84505], [3.03100, 0.70676, -2.37027], [2.05597, 1.89154, -1.50869], [1.89244, 0.98446, -4.51785], [-0.12981, 0.45824, -5.87756], [-2.19136, -0.33569, -4.70075], [-2.13935, -0.55922, -2.23792], [3.95781, 0.84208, 0.02536], [3.11803, -0.12999, 1.23395], [4.17999, 2.71896, 1.65392], [3.04394, 4.62369, 2.79267], [0.53976, 4.69325, 2.80499], [-0.70044, 2.89721, 1.64720], [3.76211, -3.62703, 0.03813], [2.94137, -5.11531, 1.86146], [0.79696, -4.53972, 3.01467], [-0.43948, -2.51730, 2.28189], [-4.25010, 1.48750, -0.00230], [-3.75934, 2.75710, -0.19517], [-2.40655, 2.63684, -0.22945], [-2.07710, 1.31078, -0.04680], [-3.21390, 0.64490, 0.07493], [-3.18232, -0.80097, 0.16998], [-2.02085, -1.42653, 0.05224], [-2.28320, -2.77812, 0.11764], [-3.62124, -2.95166, 0.27321], [-4.17012, -1.69066, 0.30446], [-5.22992, 1.25786, 0.07965], [-4.40416, 3.61337, -0.29188], [-1.66981, 3.40343, -0.39187], [-1.51411, -3.52471, 0.03264], [-4.22189, -3.84084, 0.35646], [-5.15061, -1.49578, 0.44696], [2.02291, 0.07311, 7.30616], [0.32298, 0.12077, 6.50680], [-0.82268, 0.20364, 7.29786], [-2.04802, 0.23904, 6.78761], [-2.18427, 0.19491, 5.47020], [-1.09830, 0.11428, 4.60246], [0.18843, 0.07459, 5.13581], [-1.35317, 0.07949, 3.14531], [-2.46388, 0.10505, 2.65203], [-0.24045, -0.01484, 2.41435], [-0.73778, 0.24320, 8.37744], [-3.19269, 0.22613, 5.07652], [1.05823, 0.00780, 4.49810]], "lowdin_charge": [1.547, -0.081, -0.243, -0.091, -0.245, 0.036, 0.024, 0.007, -0.083, 0.020, -0.084, -0.244, 0.035, 0.023, 0.011, -0.090, 0.015, -0.241, 0.034, 0.023, 0.012, -0.099, 0.015, 0.155, 0.149, 0.157, 0.148, 0.142, 0.140, 0.133, 0.106, 0.157, 0.154, 0.141, 0.139, 0.134, 0.107, 0.140, 0.139, 0.135, 0.120, 0.180, 0.003, -0.075, 0.018, -0.277, -0.283, 0.008, -0.069, 0.005, 0.181, 0.189, 0.145, 0.125, 0.122, 0.145, 0.190, 0.809, -0.664, -0.134, 0.108, -0.059, -0.123, -0.058, -0.524, 0.073, -0.189, 0.121, 0.128, 0.106]}

[3]
{"formula": "C30H27F20O21S", "method": "wB97M-V/def2-TZVPD", "e_lumo_ev": -0.42, "e_tot_ha": -5134.710570, "total_charge": -1, "homo_energy_ha": -0.0962, "homo_lumo_gap_ev": 2.2, "elements": ["C", "C", "C", "C", "C", "C", "F", "F", "C", "F", "F", "C", "F", "F", "C", "F", "F", "S", "F", "F", "F", "F", "F", "H", "H", "H", "H", "H", "H", "C", "C", "O", "C", "O", "O", "F", "H", "H", "H", "C", "C", "O", "C", "O", "O", "F", "H", "H", "H", "C", "C", "O", "C", "O", "O", "F", "H", "H", "H", "C", "C", "O", "C", "O", "O", "F", "H", "H", "H", "C", "C", "O", "C", "O", "O", "F", "H", "H", "H", "C", "C", "O", "C", "O", "O", "F", "H", "H", "H", "C", "C", "O", "C", "O", "O", "F", "H", "H", "H"], "xyz": [[6.14454, -1.71021, 0.10146], [4.98452, -1.10581, 0.03801], [3.51316, -0.52359, 0.09696], [3.44811, 0.60477, -1.09016], [1.91276, 1.05081, -1.41336], [1.28513, 2.02115, -0.30942], [1.51560, 3.38012, -0.79136], [1.90482, 1.95823, 0.97464], [-0.30383, 1.89727, -0.10428], [-0.68029, 3.02462, 0.73543], [-0.95696, 2.11473, -1.34914], [-0.78273, 0.57450, 0.69469], [0.19928, -0.48339, 0.67369], [-0.78450, 0.98291, 2.09354], [-2.27884, 0.09496, 0.40482], [-2.75356, -0.51452, 1.63130], [-3.18895, 1.19988, 0.19019], [-2.54332, -1.15587, -0.95549], [-3.45928, 0.00067, -1.82356], [-1.17708, -0.72568, -1.82422], [-1.79300, -2.40976, -0.13010], [-3.99935, -1.61565, -0.17842], [-2.91512, -2.25913, -2.17958], [7.06877, -2.35726, 0.32817], [2.73371, -1.34480, -0.12406], [4.04680, 1.54958, -0.79421], [3.92151, 0.08416, -2.01626], [1.92974, 1.50736, -2.47529], [1.33128, 0.05065, -1.52898], [0.79677, 2.96713, 4.31644], [2.11265, 3.33784, 3.71434], [2.93537, 3.56254, 4.84231], [2.43686, 2.75545, 5.81774], [3.02642, 2.47045, 6.82384], [1.18656, 2.30209, 5.51143], [2.01717, 4.49353, 3.01533], [0.18656, 3.83858, 4.56848], [0.21484, 2.30757, 3.67180], [2.55554, 2.55997, 3.08642], [-2.02531, -4.82370, -3.64642], [-1.36436, -4.40215, -4.91794], [-1.11439, -5.62815, -5.57716], [-2.09805, -6.47156, -5.14993], [-2.37617, -7.50637, -5.68722], [-2.73060, -5.99103, -4.04295], [-0.17787, -3.79906, -4.67159], [-1.30743, -5.08187, -2.86249], [-2.70671, -4.06572, -3.26122], [-1.98188, -3.76128, -5.55457], [0.11550, -3.71197, -8.84688], [1.60742, -3.79739, -8.84294], [2.00863, -2.44499, -8.90475], [1.00994, -1.74324, -8.29738], [1.11557, -0.61157, -7.92178], [-0.12368, -2.49177, -8.16325], [2.06097, -4.43193, -9.95087], [-0.30162, -3.64963, -9.85627], [-0.35001, -4.55092, -8.32628], [2.02883, -4.26608, -7.94874], [-4.40412, 6.16027, 2.46724], [-4.32890, 5.02020, 1.50294], [-3.13328, 4.36529, 1.86893], [-2.98240, 4.60437, 3.20145], [-2.23775, 3.99363, 3.91396], [-3.78888, 5.61917, 3.62644], [-4.20270, 5.46742, 0.22972], [-3.83969, 7.03498, 2.13121], [-5.43172, 6.46416, 2.67377], [-5.16670, 4.31959, 1.56831], [-3.78993, 3.70953, -3.33862], [-3.40617, 5.10335, -3.71689], [-4.42807, 5.48827, -4.61383], [-5.53117, 4.78682, -4.22785], [-6.64885, 5.04577, -4.57498], [-5.20850, 3.75898, -3.39227], [-2.22491, 5.11992, -4.37796], [-3.42558, 2.96325, -4.05045], [-3.44391, 3.43915, -2.33943], [-3.37074, 5.80378, -2.87712], [0.57222, -0.38879, 7.05722], [1.86122, -0.44053, 7.81088], [2.00562, -1.81565, 8.10824], [1.36872, -2.47272, 7.09945], [1.50687, -3.64219, 6.86398], [0.56110, -1.64048, 6.38539], [1.77200, 0.24479, 8.97549], [-0.30028, -0.32343, 7.71423], [0.53920, 0.43903, 6.34741], [2.72860, -0.09367, 7.24240], [4.75699, -4.76813, 4.37178], [3.82898, -3.61726, 4.59216], [3.66694, -3.07679, 3.29744], [3.82674, -4.12809, 2.44474], [3.49781, -4.11857, 1.29459], [4.40152, -5.19986, 3.06797], [4.40184, -2.67558, 5.38320], [5.80944, -4.46932, 4.38161], [4.61204, -5.56589, 5.10246], [2.85290, -3.89804, 4.99747]], "lowdin_charge": [-0.045, -0.257, -0.243, -0.273, -0.108, -0.278, 0.013, 0.045, -0.190, 0.042, 0.067, -0.171, 0.077, 0.047, -0.272, 0.044, 0.047, 1.033, -0.208, -0.169, -0.164, -0.200, -0.204, -0.002, 0.031, 0.105, 0.098, 0.130, 0.111, -0.057, -0.317, 0.150, -0.515, 0.157, 0.043, 0.083, 0.135, 0.125, 0.166, -0.065, -0.326, 0.125, -0.530, 0.161, 0.081, 0.084, 0.157, 0.117, 0.178, -0.072, -0.323, 0.142, -0.526, 0.174, 0.066, 0.075, 0.147, 0.137, 0.180, -0.069, -0.322, 0.133, -0.512, 0.171, 0.079, 0.072, 0.149, 0.143, 0.179, -0.067, -0.324, 0.138, -0.531, 0.160, 0.074, 0.082, 0.152, 0.136, 0.174, -0.059, -0.323, 0.141, -0.527, 0.141, 0.084, 0.078, 0.150, 0.121, 0.168, -0.075, -0.328, 0.140, -0.526, 0.165, 0.065, 0.072, 0.145, 0.140, 0.152]}